Molecular formula: C5H9FN
Method: DFT, ωB97M-V with the def2-TZVPD basis set

Values from the calculation:
HOMO-LUMO gap, eV: 11.142
Total charge: +1
HOMO energy, eV: -14.607
Energy relative to the best compared isomer or geometry (same formula, charge and spin), kJ/mol: 277.7

Last column: Löwdin charge in e.
CARTESIAN COORDINATES (ANGSTROEM)
C -0.86989 0.01121 1.56416  0.00
C -0.69963 -0.64866 -0.76144  -0.09
C 1.59917 0.06014 -0.15319  0.12
C -1.13354 0.45877 0.13551  -0.16
C 0.05784 0.92473 0.88663  -0.27
N 0.67562 -0.34988 -1.25824  0.04
F 0.45223 2.14289 1.13148  0.13
H -1.47185 0.40240 2.47037  0.18
H -0.59850 -0.96334 1.60662  0.07
H -0.72198 -1.62753 -0.25105  0.14
H -1.41776 -0.99588 -1.63873  0.19
H 2.24589 0.80694 -0.29604  0.06
H 1.94558 -0.83831 0.27443  0.10
H -1.95520 1.14772 0.03123  0.16
H 1.10805 -0.95927 -1.88153  0.16
H 0.78396 0.42809 -1.86021  0.17